# 1
Entry from the Open Molecules 2025 dataset: C23H17N8O6S4V as an isolated structure (ωB97M-V/def2-TZVPD).

Its gap between HOMO and LUMO (spin up / spin down) is 5.31 / 5.80 eV. As for the multiplicity: 2. The HOMO energy (spin up / spin down) is -4.41 / -4.42 eV. The charge is -1. For the max |F|, the calculation gives 0.53 eV/A.

Atoms and positions in Å:
C 3.71 -0.11 -4.01
H -1.18 4.70 1.04
N 2.71 0.19 -4.80
O 0.93 0.19 1.97
C -0.80 -0.33 -7.00
N -1.67 1.25 1.81
H 0.57 5.13 -3.48
H 5.13 -3.42 0.72
O 1.65 3.17 1.31
C -0.19 4.16 -1.71
C 2.54 -1.85 -0.73
V 0.61 0.26 0.02
H -2.59 4.19 0.10
H 1.21 0.92 -3.13
O 2.20 -0.47 3.70
S -1.25 -1.14 0.63
C 0.32 -0.50 -6.20
C 0.95 3.02 -3.47
C 0.60 -0.09 -8.93
N 2.51 2.58 0.71
N 2.72 -0.60 -5.93
H -2.80 0.07 3.60
C 1.58 -0.46 -6.78
N -2.65 -0.54 2.81
C 1.73 -0.25 -8.14
O 1.68 -2.23 -2.93
C 1.91 -0.47 2.53
C 4.26 -2.79 0.61
S 3.90 -2.62 -7.32
S 4.05 0.59 -2.49
O 0.77 -0.66 -1.60
C -0.66 -0.13 -8.36
O 2.15 1.47 0.12
H -1.54 0.00 -8.99
H 0.24 -0.68 -5.13
H 2.72 -0.23 -8.57
C 3.76 -2.09 1.71
H -2.50 -1.51 3.03
H -0.59 5.05 -1.25
H 1.47 2.96 -4.42
H -2.31 3.51 1.72
H 4.20 -2.15 2.69
N 0.19 1.81 -1.57
C 1.65 -1.61 -1.90
C 0.81 1.84 -2.74
C -1.83 3.85 0.81
N -0.89 1.59 0.72
H 3.99 -3.21 -1.51
C -1.86 -0.03 1.83
C -1.00 2.76 0.22
N 2.09 -1.19 0.32
C -0.29 2.95 -1.05
C 3.68 -1.54 -6.07
C 3.64 -2.69 -0.63
C 0.46 4.19 -2.95
H 0.72 0.07 -10.00
H -1.79 -0.37 -6.55
C 2.65 -1.29 1.51
S 4.71 -1.39 -4.68

***

# 2
Entry from the Open Molecules 2025 dataset: C23H18BClCoN7O4S2 as an isolated structure (ωB97M-V/def2-TZVPD).

Its gap between HOMO and LUMO is 7.11 eV. As for the energy above the lowest of the compared OMol25 structures with the same formula, charge and spin: 83.1 kJ/mol. As for the multiplicity: 1. The HOMO energy is -7.76 eV. The charge is 0. For the max |F|, the calculation gives 0.92 eV/A.

Atoms and positions in Å:
O -1.47 0.36 -1.18
O -2.95 1.04 1.28
C -0.13 1.19 -2.96
O 1.21 0.52 -1.10
C -0.83 5.14 3.54
H 0.96 -5.11 -1.76
C -2.60 -1.91 0.98
H -0.10 -1.29 -3.41
C -1.57 2.63 2.79
N -0.75 -3.02 1.06
C 3.42 -1.38 1.87
H -2.62 5.15 4.73
C -2.39 3.30 3.67
C -0.42 3.17 2.27
H 0.90 -4.56 0.83
Co -0.07 -0.48 -0.15
C 0.44 -3.43 -3.16
H 4.38 -1.16 2.30
C -1.35 0.89 -2.29
H -2.28 1.18 -2.80
C 0.26 2.25 1.30
Cl 0.97 2.44 -6.61
C 2.48 -0.47 1.39
N 0.26 -1.99 -1.46
C 0.16 -2.12 -2.78
C 2.23 1.57 -4.36
C -0.03 4.44 2.65
C 1.11 0.90 -2.32
C -0.17 1.68 -4.29
C 2.29 1.11 -3.08
C -2.88 -3.10 1.63
N -0.38 1.05 1.19
B 0.63 -3.43 0.56
H -3.25 -1.10 0.71
H -1.13 1.89 -4.75
H 0.88 4.86 2.25
S 1.61 2.82 0.54
C -2.01 4.58 4.04
H 3.24 0.90 -2.60
N -1.31 -1.86 0.64
H 0.44 -3.85 -4.15
N 1.41 -1.13 0.95
S -1.78 1.04 2.12
H -1.43 -4.75 2.05
N 1.65 -2.44 1.11
H -3.83 -3.42 2.03
H 3.21 -3.61 1.87
H 3.14 1.73 -4.93
H -0.55 6.13 3.84
C 0.70 -4.08 -1.97
H 2.52 0.60 1.34
C 0.99 1.86 -4.98
O -1.67 0.04 3.15
H -3.30 2.84 4.05
C 2.85 -2.62 1.66
C -1.68 -3.78 1.66
N 0.59 -3.20 -0.97

***

# 3
Entry from the Open Molecules 2025 dataset: C23H18BClCoN7O4S2 as an isolated structure (ωB97M-V/def2-TZVPD).

Its gap between HOMO and LUMO is 7.69 eV. As for the energy above the lowest of the compared OMol25 structures with the same formula, charge and spin: 67.4 kJ/mol. As for the multiplicity: 1. The HOMO energy is -8.37 eV. The charge is 0. For the max |F|, the calculation gives 0.99 eV/A.

Atoms and positions in Å:
C -3.55 -2.32 -1.42
Cl 5.38 3.02 -4.72
H -0.82 -0.41 4.23
C -4.31 -3.11 -3.51
H 3.49 2.36 4.61
C -2.28 -1.80 -3.38
O 0.57 2.39 -0.70
C -4.49 -3.02 -2.14
N -2.04 -1.12 0.23
C -2.46 -1.71 -2.01
H -1.81 2.44 -0.29
S -3.45 -1.99 0.32
N -1.31 0.79 2.37
C -2.58 1.13 2.59
C 4.54 2.40 -3.33
H -5.34 -3.48 -1.65
C 1.64 1.16 4.43
H 1.50 -2.25 -0.35
O -4.53 -1.13 0.72
C 2.61 1.94 2.61
H 1.32 0.87 5.42
C 3.20 1.33 -1.09
H 3.23 2.41 1.88
N 1.53 1.26 2.24
O 2.61 0.77 -0.09
H -0.52 -2.96 3.38
C -3.02 1.90 1.52
H -3.99 2.32 1.38
Co 0.78 0.76 0.44
H 2.69 3.34 -3.83
N 0.10 -1.26 2.32
H -3.09 -2.59 -5.20
H 0.68 3.08 -2.57
C 2.73 1.90 4.01
C -1.92 1.96 0.66
O -3.23 -3.19 1.06
C 1.00 -2.20 0.60
N -0.91 1.28 1.19
C 2.55 2.21 -1.99
H 6.28 1.41 -2.55
H -5.02 -3.66 -4.11
C 5.22 1.60 -2.40
C 3.22 2.70 -3.13
H -1.42 -1.33 -3.85
B -0.34 -0.07 3.18
S -0.20 -0.21 -1.49
H 0.60 -4.28 1.25
C 4.58 1.07 -1.32
N 0.73 -1.02 1.16
H -3.09 0.82 3.49
C -1.62 -1.02 -0.98
C 0.54 -3.22 1.42
C -0.03 -2.57 2.51
C 1.21 2.59 -1.74
N 0.94 0.78 3.35
C -3.21 -2.51 -4.13
H 5.10 0.44 -0.61

***

# 4
Entry from the Open Molecules 2025 dataset: C23H18BrN2O4Pd as an isolated structure (ωB97M-V/def2-TZVPD).

Its gap between HOMO and LUMO is 7.20 eV. As for the energy above the lowest of the compared OMol25 structures with the same formula, charge and spin: 13.2 kJ/mol. As for the multiplicity: 1. The HOMO energy is -4.58 eV. The charge is -1. For the max |F|, the calculation gives 0.82 eV/A.

Atoms and positions in Å:
O -0.80 -1.99 -2.47
H -2.50 -2.02 -6.59
C -0.93 -1.92 1.63
H 0.88 1.11 2.63
H -2.36 -2.84 -4.27
H 3.12 0.67 -2.08
C -0.02 -2.02 4.31
H 0.33 -2.04 5.34
C -1.82 -2.03 2.71
H -2.14 3.83 1.37
O 0.00 0.65 0.49
H 1.92 0.57 -3.82
H -0.23 4.40 5.18
C 0.43 2.71 4.02
O -1.41 -1.84 0.40
H 1.15 2.38 4.76
C -0.63 2.41 1.89
N 1.14 0.01 -2.03
C -1.25 4.23 3.30
H 2.18 1.19 -0.66
C -1.38 -2.08 4.01
C -0.34 3.83 4.26
C -0.95 -0.54 -6.35
C -1.42 3.53 2.12
C 0.03 -0.43 -4.13
C 1.08 0.10 -3.30
C -1.71 -2.04 -4.62
C -0.82 -1.48 -3.66
H 0.63 0.78 -5.78
H -1.00 -0.18 -7.37
H 4.03 -0.59 -0.38
H -2.88 -2.03 2.48
H 2.90 -1.72 -1.15
H -2.10 -2.15 4.82
C -1.78 -1.57 -5.90
N 2.33 -0.95 0.75
C 1.40 -1.82 0.82
H 1.23 -2.53 0.00
H 1.95 -1.88 3.45
C 0.29 1.99 2.84
C 2.97 -0.81 -0.54
C -0.05 0.00 -5.46
O -1.74 1.93 -0.17
C -0.82 1.64 0.59
Pd -0.32 -0.76 -0.92
Br -2.31 5.78 3.62
C 0.46 -1.91 1.94
C 2.38 0.36 -1.34
C 0.89 -1.93 3.26

***

# 5
Entry from the Open Molecules 2025 dataset: C23H18BrN4OPtSe as an isolated structure (ωB97M-V/def2-TZVPD).

Its gap between HOMO and LUMO (spin up / spin down) is 5.82 / 7.21 eV. As for the energy above the lowest of the compared OMol25 structures with the same formula, charge and spin: 18.3 kJ/mol. As for the multiplicity: 3. The HOMO energy (spin up / spin down) is -9.56 / -11.02 eV. The charge is +1. For the max |F|, the calculation gives 0.29 eV/A.

Atoms and positions in Å:
C 3.75 -1.66 -4.45
C 1.93 -0.42 1.08
H -4.63 -1.49 0.33
H -0.96 3.93 1.34
N -1.46 -0.42 0.76
C 2.86 -2.60 -4.84
C -3.79 -0.88 2.22
C 0.59 3.08 4.21
H 0.90 -3.50 -4.56
H -4.87 -0.93 3.80
C -2.64 -0.41 2.85
C 4.45 -0.52 2.29
C 1.18 -1.91 -3.21
C 1.58 -2.73 -4.22
Br -2.51 -1.22 -1.67
C 3.59 0.55 2.53
C -3.76 -1.12 0.85
C 2.08 -0.90 -2.77
C 1.40 2.07 3.72
H -2.61 -0.22 3.91
N 1.85 -0.02 -1.79
H 1.07 2.55 -0.45
C -1.51 -0.21 2.09
N 0.39 2.06 0.13
H 5.43 -0.53 2.74
H 3.93 1.36 3.16
H -0.59 0.13 2.55
Pt 0.37 -0.15 -0.31
C 1.40 1.71 2.37
H -0.52 2.35 -0.20
C -0.27 3.76 3.36
H 0.61 3.32 5.27
H 2.48 -2.31 0.21
H 2.05 1.53 4.40
H 4.68 -2.42 1.31
C -2.58 -0.88 0.18
C 2.32 0.60 1.95
O -4.95 -1.12 2.85
H 4.72 -1.55 -4.91
H 0.21 -2.01 -2.74
N 4.16 0.18 -2.91
H 3.12 -3.28 -5.64
C 3.38 -0.77 -3.39
Se 3.33 0.97 -1.59
C 4.03 -1.57 1.48
H -0.91 4.55 3.73
C -0.29 3.41 2.02
C 0.52 2.40 1.53
C 2.78 -1.51 0.87

***

Calculated total energy (hartree)
-4313.08314; -4235.82197; -4235.82795; -3999.73083; -6276.01590